{"formula": "C5H7N5", "method": "wB97M-V/def2-TZVPD", "species": ["C", "C", "C", "C", "C", "H", "H", "H", "H", "H", "H", "H", "N", "N", "N", "N", "N"], "positions_angstrom": [[-0.866978, 0.047773, 1.086004], [0.392479, 2.009186, 0.663462], [0.573241, 0.202399, -0.995843], [0.539351, -1.850086, -1.718964], [-0.327302, -0.541957, -0.151943], [-1.725862, -1.730215, 1.661364], [-1.938568, -0.408536, 2.812568], [1.284945, 2.161516, 1.272657], [0.070962, 3.043796, 0.697372], [1.340202, 2.155535, -1.224752], [0.058697, -2.242541, -2.600119], [1.373823, -2.551012, -1.650292], [-1.613937, -0.764862, 1.902878], [-0.588871, 1.286560, 1.437205], [0.706258, 1.532828, -0.740131], [1.130119, -0.538364, -1.914919], [-0.408561, -1.812021, -0.536548]], "forces_ev_per_angstrom": [[-0.14, 1.50, 1.28], [-0.32, 0.36, -0.24], [1.31, 0.23, -1.27], [-0.05, 0.52, 0.71], [-0.14, -3.51, -0.31], [-0.07, -0.09, -0.06], [0.43, -0.36, -1.02], [0.56, -0.96, 0.01], [-0.54, 0.30, -1.03], [-0.01, -0.66, -0.23], [-0.78, 0.26, -0.43], [-0.09, -0.25, 0.97], [-0.02, 1.00, 0.16], [0.15, -2.49, -0.97], [-0.41, 0.91, 1.69], [-1.11, 0.79, 0.79], [1.23, 2.44, -0.05]], "total_charge": 0, "relative_energy_kj_mol": 48.9, "e_lumo_ev": 0.0, "smiles": "NC1=NCNC2=NCN=C12"}